# C30H43Cl3N5O3PtSi

C30H43Cl3N5O3PtSi as an isolated structure (ωB97M-V/def2-TZVPD, the OMol25 dataset).

## Properties
- Kohn-Sham gap (spin up / spin down): 5.2 / 5.2 eV
- Spin multiplicity: 3
- ΔE to the lowest compared entry with this formula, charge and spin: 238.1 kJ/mol
- Charge: -1

Last column: Löwdin charge in e.
Geometry (Å):
C1 -2.432 -2.287 -5.405  -0.076
C2 -1.650 -2.746 -4.229  -0.196
H1 -1.913 -2.445 -6.356  0.074
H2 -2.660 -1.240 -5.154  0.071
H3 -3.406 -2.771 -5.547  0.081
C3 -1.074 -3.996 -4.141  -0.112
C4 -1.035 -4.874 -5.370  -0.132
H4 -0.444 -4.307 -3.274  0.088
H5 -0.654 -4.170 -6.095  0.055
H6 -1.942 -5.312 -5.786  0.063
H7 -0.419 -5.763 -5.289  0.053
Pt1 0.662 1.384 1.038  0.686
Cl1 -1.700 1.841 1.096  -0.116
Cl2 -0.386 3.434 -2.771  0.192
H8 1.581 6.425 3.327  0.085
H9 -0.904 6.882 3.072  0.089
C5 1.483 5.484 2.796  -0.044
C6 -0.802 6.403 2.084  -0.018
N1 0.230 5.333 2.063  -0.151
H10 1.580 4.660 3.498  0.087
C7 0.163 4.154 1.474  -0.323
O1 0.998 3.241 1.842  -0.278
H11 -1.756 5.939 1.835  0.089
H12 -0.609 4.004 0.716  0.067
H13 2.314 5.416 2.090  0.101
H14 -0.637 7.223 1.366  0.089
H15 2.092 -1.146 -3.683  0.084
H16 2.911 -3.315 -1.930  0.062
C8 3.112 -0.864 -3.335  -0.060
C9 3.738 -2.626 -1.744  -0.068
N2 3.331 -1.246 -1.943  -0.176
H17 3.236 0.221 -3.450  0.078
C10 3.382 -0.290 -0.965  -0.396
O2 3.142 0.902 -1.125  -0.046
H18 4.078 -2.755 -0.719  0.083
H19 3.620 -0.715 0.037  0.111
H20 3.820 -1.414 -3.984  0.087
H21 4.526 -2.878 -2.457  0.080
O3 -1.027 -0.380 -3.511  -0.336
C11 -1.559 -1.586 -3.078  -0.347
C12 0.240 -2.836 -1.571  -0.140
C13 -0.991 -2.198 -1.745  -0.191
H22 0.992 -2.743 -2.331  0.080
C14 0.440 -3.641 -0.416  -0.133
H23 -2.675 -1.439 -2.924  0.117
C15 -1.889 -2.266 -0.680  -0.089
H24 1.352 -4.241 -0.356  0.083
C16 -0.546 -3.753 0.602  -0.144
C17 -1.744 -3.050 0.474  -0.115
H25 -2.808 -1.734 -0.857  0.102
H26 -0.446 -4.444 1.465  0.092
H27 -2.573 -3.112 1.205  0.102
Si1 -0.869 1.701 -3.966  0.152
Cl3 0.597 -0.656 0.437  0.235
C18 0.929 1.195 -4.028  -0.279
C19 -2.403 1.353 -2.944  -0.259
C20 -1.219 2.429 -5.672  -0.205
H28 1.266 0.793 -3.066  0.006
H29 1.637 2.001 -4.254  0.028
H30 1.129 0.412 -4.762  0.022
H31 -0.516 2.009 -6.388  0.013
H32 -1.066 3.512 -5.578  0.008
H33 -2.242 2.211 -5.970  0.012
H34 -2.143 1.052 -1.920  0.017
H35 -3.050 0.580 -3.352  0.015
H36 -3.028 2.235 -2.826  0.005
N3 -1.220 1.261 11.104  0.146
C21 -1.128 0.839 10.021  -0.185
C22 -0.933 0.385 8.681  -0.249
C23 -1.611 1.023 7.637  -0.017
C24 -1.312 0.747 6.305  0.008
C25 -0.309 -0.204 6.043  -0.166
C26 0.297 -0.944 7.063  0.011
C27 -0.011 -0.604 8.375  -0.023
N4 0.269 -0.213 4.763  -0.017
C28 1.239 -1.080 4.261  -0.044
C29 1.669 -0.623 3.073  -0.158
N5 1.020 0.602 2.893  -0.177
C30 0.114 0.782 3.854  -0.117
H37 -2.359 1.795 7.847  0.127
H38 -1.817 1.276 5.474  0.123
H39 1.030 -1.703 6.807  0.107
H40 0.513 -1.091 9.179  0.118
H41 1.519 -1.939 4.813  0.100
H42 2.310 -1.076 2.303  0.084
H43 -0.648 1.576 3.936  0.117